Record 1
C16H16ClFN2OS | ωB97M-V/def2-TZVPD

Calculated values
HOMO	-8.38	eV
LUMO level	0.0227	hartree
energy above the lowest of the compared OMol25 structures with the same formula, charge and spin	0.0	kJ/mol
spin multiplicity	1

Atoms and positions in Å:
O: -0.10 0.69 1.91
C: -0.02 1.38 0.91
N: -0.95 2.33 0.59
H: -1.03 2.63 -0.37
C: -2.18 2.41 1.35
C: -3.18 1.33 0.96
H: -2.77 0.35 1.20
H: -4.13 1.47 1.49
S: -3.50 1.37 -0.84
C: -3.45 -0.42 -1.25
C: -2.14 -1.05 -0.93
C: -1.01 -0.78 -1.70
C: 0.23 -1.33 -1.46
C: 0.38 -2.18 -0.37
C: -0.71 -2.46 0.44
C: -1.95 -1.91 0.15
Cl: -3.28 -2.34 1.17
H: -0.60 -3.11 1.29
H: 1.34 -2.61 -0.15
H: 1.06 -1.10 -2.10
F: -1.14 0.06 -2.75
H: -4.27 -0.91 -0.72
H: -3.64 -0.44 -2.33
H: -2.61 3.40 1.19
H: -1.92 2.28 2.40
N: 1.02 1.34 0.01
C: 2.21 0.61 0.07
C: 2.52 -0.24 1.13
C: 3.71 -0.94 1.12
C: 4.60 -0.81 0.06
C: 4.29 0.04 -0.99
C: 3.11 0.74 -0.99
H: 2.87 1.40 -1.81
H: 4.98 0.15 -1.82
H: 5.53 -1.36 0.06
H: 3.95 -1.59 1.95
H: 1.83 -0.34 1.95
H: 0.95 1.96 -0.79

Charge distribution, Mulliken scheme, values in e: -0.641 0.514 -0.297 0.311 -1.010 -0.009 -0.028 0.483 -0.187 -1.422 -0.214 0.766 -0.750 -0.244 -0.877 1.061 -0.208 0.442 0.451 0.486 -0.397 0.491 0.414 0.386 0.345 0.070 0.520 -0.418 -0.686 -0.515 -0.587 -0.512 0.363 0.386 0.409 0.385 0.498 0.222

=====

Record 2
C21H14F3N4OSSe4V | ωB97M-V/def2-TZVPD

Calculated values
HOMO (spin up / spin down)	-4.23 / -4.57	eV
LUMO level (spin up / spin down)	0.0666 / 0.0498	hartree
energy above the lowest of the compared OMol25 structures with the same formula, charge and spin	41.3	kJ/mol
charge	-1
spin multiplicity	4

Atoms and positions in Å:
V: -1.56 0.97 0.34
F: -6.68 -2.95 0.58
C: -5.99 -1.79 0.77
F: -6.72 -0.82 0.20
F: -6.00 -1.57 2.09
C: -4.61 -1.89 0.20
C: -4.19 -3.05 -0.42
C: -2.90 -3.14 -0.94
C: -2.09 -2.04 -0.84
N: -2.48 -0.90 -0.27
C: -3.72 -0.79 0.29
S: -3.97 0.71 1.06
H: -4.87 -3.89 -0.48
H: -2.55 -4.05 -1.41
H: -1.08 -2.04 -1.23
Se: -2.42 2.43 -1.75
Se: -1.36 4.43 -1.79
Se: -2.57 5.75 -0.14
Se: -4.09 4.41 0.71
N: 0.10 0.55 -0.91
C: 1.07 0.30 -1.46
C: 2.29 -0.02 -2.14
C: 3.47 0.58 -1.72
C: 4.66 0.26 -2.36
C: 4.66 -0.64 -3.42
C: 3.48 -1.23 -3.84
C: 2.29 -0.93 -3.20
H: 3.45 1.27 -0.89
H: 5.58 0.72 -2.03
H: 5.59 -0.88 -3.92
H: 3.48 -1.93 -4.66
H: 1.35 -1.38 -3.52
O: -0.31 3.51 1.30
N: -0.84 2.53 0.98
C: -0.63 -0.17 2.00
C: 0.76 0.20 2.19
C: 1.79 -0.46 1.48
C: 3.11 -0.09 1.59
C: 3.48 0.98 2.42
C: 2.48 1.63 3.15
C: 1.17 1.25 3.04
C: 4.85 1.37 2.51
N: 5.96 1.67 2.58
H: -1.27 0.03 2.86
H: -0.73 -1.22 1.70
H: 1.53 -1.30 0.85
H: 3.88 -0.62 1.03
H: 2.76 2.45 3.80
H: 0.41 1.77 3.61

Charge distribution, Mulliken scheme, values in e: 0.144 -0.325 0.578 -0.227 -0.229 -0.066 -0.109 -1.019 -0.005 -0.077 0.495 -0.472 0.483 0.400 0.273 -0.283 -0.202 -0.058 -0.181 0.111 -0.015 0.369 -0.399 -0.653 -0.341 -0.556 -0.495 0.606 0.416 0.387 0.387 0.470 -0.339 0.410 -1.761 1.014 -0.347 -0.869 0.500 -0.730 -0.477 0.063 -0.607 0.401 0.399 0.512 0.534 0.449 0.443

=====

Record 3
C18H20N4O4 | ωB97M-V/def2-TZVPD

Calculated values
HOMO	-8.32	eV
LUMO level	0.0215	hartree
energy above the lowest of the compared OMol25 structures with the same formula, charge and spin	248.9	kJ/mol
spin multiplicity	1

Atoms and positions in Å:
C: 3.46 -1.66 -3.14
H: 4.32 -2.33 -3.23
O: 2.57 -2.31 -2.26
C: 1.40 -1.69 -1.95
C: 1.00 -0.45 -2.45
C: -0.22 0.07 -2.04
C: -1.05 -0.61 -1.17
C: -0.63 -1.86 -0.66
C: 0.58 -2.38 -1.06
H: 0.95 -3.32 -0.68
O: -1.44 -2.45 0.25
C: -0.91 -3.51 1.03
H: -1.67 -3.72 1.78
H: 0.02 -3.20 1.51
H: -0.75 -4.41 0.42
C: -2.29 0.03 -0.69
N: -2.13 1.26 -0.37
N: -3.12 2.02 0.16
C: -2.90 3.23 0.74
O: -3.84 3.86 1.18
C: -1.47 3.78 0.77
N: -0.44 2.78 0.89
C: 0.43 2.71 1.92
O: 0.57 3.56 2.77
C: 1.25 1.46 1.88
C: 2.63 1.51 2.08
C: 3.35 0.33 2.04
C: 2.67 -0.86 1.82
N: 1.35 -0.93 1.68
C: 0.67 0.20 1.71
H: -0.40 0.10 1.60
H: 3.19 -1.81 1.78
H: 4.42 0.32 2.17
H: 3.11 2.46 2.25
H: -0.53 2.00 0.24
H: -1.39 4.46 1.62
H: -1.34 4.36 -0.15
H: -4.08 1.67 0.21
C: -3.56 -0.75 -0.58
H: -3.46 -1.71 -1.06
H: -3.83 -0.90 0.46
H: -4.38 -0.20 -1.06
H: -0.54 1.03 -2.41
H: 1.61 0.11 -3.13
H: 3.80 -0.70 -2.73
H: 3.02 -1.51 -4.13

Charge distribution, Mulliken scheme, values in e: -0.887 0.255 -0.452 0.539 -0.691 -0.933 0.407 0.600 -0.267 0.436 -0.416 -0.873 0.290 0.306 0.331 0.742 -0.068 -0.417 0.341 -0.644 -0.720 -0.200 0.383 -0.665 0.428 -0.371 -0.722 -0.340 -0.225 -0.500 0.730 0.408 0.433 0.475 0.386 0.429 0.288 0.252 -1.970 0.372 0.372 0.584 0.451 0.424 0.349 0.351

=====

Record 4
BF4H68O34 | ωB97M-V/def2-TZVPD

Calculated values
HOMO	-8.29	eV
LUMO level	0.0459	hartree
energy above the lowest of the compared OMol25 structures with the same formula, charge and spin	0.0	kJ/mol
charge	-1
spin multiplicity	1

Atoms and positions in Å:
B: 0.04 0.05 -0.27
F: 1.41 -0.08 -0.23
F: -0.34 0.64 0.97
F: -0.36 0.92 -1.28
F: -0.59 -1.18 -0.45
O: 3.49 -2.08 4.02
H: 3.35 -3.01 3.84
H: 3.46 -1.66 3.16
O: 0.50 -3.45 1.54
H: -0.46 -3.49 1.47
H: 0.81 -3.88 0.75
O: -5.32 1.52 -4.21
H: -4.62 1.09 -3.71
H: -5.21 2.45 -4.02
O: 0.66 1.87 -5.30
H: 0.29 1.30 -4.63
H: 1.58 1.61 -5.36
O: 1.09 -4.46 -0.93
H: 1.79 -4.78 -1.49
H: 0.29 -4.69 -1.40
O: -2.29 -3.34 1.27
H: -3.20 -3.64 1.36
H: -2.36 -2.52 0.78
O: 2.50 2.22 0.99
H: 2.29 2.12 0.06
H: 3.26 2.80 1.00
O: 2.71 -4.52 3.05
H: 2.68 -5.47 2.89
H: 1.93 -4.18 2.61
O: -3.17 3.32 -1.08
H: -2.88 4.10 -1.56
H: -2.52 3.22 -0.38
O: 0.76 2.05 3.23
H: 1.53 2.19 2.68
H: 0.23 1.42 2.74
O: -2.85 -0.86 4.29
H: -1.93 -0.78 4.02
H: -3.03 -0.04 4.76
O: -2.27 3.59 3.72
H: -2.86 4.25 3.34
H: -1.55 4.11 4.09
O: -0.97 -0.41 -3.49
H: -1.59 -1.08 -3.18
H: -0.77 0.11 -2.71
O: -1.33 3.26 0.78
H: -0.78 2.49 0.69
H: -1.49 3.34 1.72
O: 3.17 0.72 -5.36
H: 3.54 -0.17 -5.34
H: 3.44 1.10 -4.53
O: 1.93 2.45 5.85
H: 2.15 1.52 5.91
H: 1.35 2.51 5.08
O: 1.17 4.68 0.21
H: 1.77 4.08 0.66
H: 0.34 4.22 0.20
O: 1.95 -1.99 -1.74
H: 1.43 -2.68 -1.34
H: 1.66 -1.19 -1.30
O: -5.50 0.10 0.55
H: -5.46 1.05 0.64
H: -4.69 -0.21 0.95
O: 2.65 5.19 -2.59
H: 2.85 4.31 -2.89
H: 2.12 5.06 -1.80
O: -2.14 -4.98 3.70
H: -3.02 -4.71 3.93
H: -2.01 -4.65 2.81
O: 1.20 -1.90 -4.31
H: 1.73 -1.78 -3.52
H: 0.37 -1.47 -4.11
O: 4.15 2.83 -2.22
H: 4.33 3.13 -1.33
H: 4.90 2.27 -2.44
O: -0.13 -1.43 3.59
H: 0.68 -1.29 4.08
H: 0.14 -1.98 2.85
O: 4.60 -1.46 -0.93
H: 3.84 -1.51 -1.50
H: 5.08 -2.27 -1.09
O: 3.26 -0.96 1.65
H: 2.42 -0.67 1.29
H: 3.82 -1.08 0.88
O: -4.90 2.67 0.75
H: -4.16 2.86 0.18
H: -5.55 3.34 0.53
O: 6.33 0.32 0.32
H: 6.26 1.02 -0.33
H: 5.76 -0.37 -0.01
O: -4.08 -4.43 -1.44
H: -4.24 -5.01 -2.19
H: -3.56 -3.72 -1.81
O: -3.96 0.67 -1.79
H: -3.72 1.60 -1.71
H: -4.79 0.59 -1.31
O: -2.79 -0.51 1.15
H: -2.61 -0.67 2.08
H: -1.98 -0.11 0.81
O: 4.46 1.20 3.28
H: 4.40 0.61 4.04
H: 3.83 0.84 2.65
O: -2.78 -2.10 -2.11
H: -2.20 -2.14 -1.36
H: -3.20 -1.24 -2.04
O: -2.59 0.79 -5.56
H: -3.05 -0.02 -5.79
H: -1.90 0.51 -4.97

Results of the Mulliken charge analysis, in e, for atoms 1 through 99: 1.330 -0.503 -0.204 -0.577 -0.332 -0.670 0.385 0.330 -0.473 0.195 0.334 -0.615 0.355 0.280 -0.662 0.326 0.366 -0.661 0.257 0.253 -0.598 0.242 0.072 -0.395 0.095 0.199 -0.674 0.292 0.383 -0.678 0.287 0.436 -0.699 0.418 0.091 -0.595 0.269 0.335 -0.638 0.287 0.315 -0.313 0.328 0.333 -0.694 0.237 0.196 -0.653 0.288 0.292 -0.637 0.297 0.342 -0.717 0.356 0.427 -0.817 0.327 0.620 -0.773 0.410 0.282 -0.650 0.316 0.352 -0.651 0.287 0.356 -0.794 0.381 0.458 -0.484 0.247 0.256 -0.479 0.280 0.070 -0.629 0.233 0.234 -0.433 0.300 0.173 -0.698 0.365 0.270 -0.596 0.252 0.378 -0.638 0.283 0.406 -0.425 0.255 0.308 -0.002 0.229 -0.092 -0.662

=====

Record 5
C29H46P2SeSn | ωB97M-V/def2-TZVPD

Calculated values
HOMO (spin up / spin down)	-12.56 / -12.58	eV
LUMO level (spin up / spin down)	-0.2987 / -0.2944	hartree
charge	+2
spin multiplicity	1

Atoms and positions in Å:
Sn: -0.38 0.76 -0.40
C: -0.87 -2.12 1.19
C: 0.42 -2.46 0.71
C: 0.66 -0.85 2.35
C: -0.73 -1.13 2.20
C: 1.37 -1.67 1.42
C: -2.16 -2.70 0.73
H: -2.09 -3.07 -0.30
H: -2.96 -1.96 0.77
H: -2.46 -3.55 1.36
C: -1.81 -0.50 2.99
H: -2.77 -0.98 2.77
H: -1.90 0.58 2.79
H: -1.61 -0.63 4.06
C: 1.25 0.07 3.34
H: 0.97 -0.24 4.36
H: 0.90 1.10 3.19
H: 2.35 0.06 3.27
C: 2.84 -1.68 1.24
H: 3.33 -2.32 1.98
H: 3.25 -0.67 1.36
H: 3.11 -2.04 0.25
C: 0.74 -3.45 -0.34
H: 0.99 -4.43 0.10
H: 1.60 -3.13 -0.94
H: -0.12 -3.61 -1.01
C: -1.67 1.47 -6.20
C: -1.81 0.14 -6.30
C: -1.07 -0.74 -7.27
C: 0.39 -0.31 -7.57
C: 1.17 0.16 -6.38
C: 1.35 1.45 -6.03
C: 0.61 2.62 -6.58
C: -0.84 2.33 -7.09
H: -1.63 -0.77 -8.22
H: 0.39 0.46 -8.36
H: -1.06 -1.78 -6.89
H: -0.79 1.92 -8.11
H: -2.32 2.04 -5.53
H: -2.66 -0.34 -5.80
H: -1.35 3.31 -7.16
H: 0.55 3.42 -5.82
H: 2.19 1.71 -5.37
H: 1.19 3.04 -7.42
H: 0.92 -1.20 -7.97
H: 1.70 -0.65 -5.86
P: -1.50 0.81 -2.67
C: -3.00 1.75 -2.83
C: -1.55 -0.89 -3.26
P: 1.51 1.21 -2.23
C: 0.02 1.59 -3.32
C: 2.36 -0.16 -3.05
C: 2.60 2.66 -2.26
H: -3.01 2.57 -2.09
H: -3.86 1.09 -2.65
H: -3.07 2.17 -3.85
H: -1.45 -0.89 -4.36
H: -2.52 -1.34 -2.99
H: -0.74 -1.52 -2.85
H: 2.69 3.05 -3.29
H: 3.60 2.36 -1.92
H: 2.22 3.44 -1.60
H: -0.12 2.68 -3.41
H: 0.16 1.16 -4.32
H: 3.37 -0.24 -2.63
H: 2.45 0.01 -4.13
H: 1.83 -1.10 -2.88
Se: -0.03 3.28 0.59
C: -1.14 4.01 1.96
C: -1.87 5.18 1.67
C: -2.60 5.83 2.68
C: -2.60 5.32 3.98
C: -1.90 4.14 4.27
C: -1.16 3.49 3.28
H: -1.86 5.57 0.66
H: -3.16 6.73 2.44
H: -3.14 5.84 4.77
H: -1.92 3.73 5.28
H: -0.59 2.59 3.51

Charge distribution, Mulliken scheme, values in e: 0.331 0.282 0.761 0.580 0.529 0.664 -1.632 0.376 0.417 0.337 -1.094 0.420 0.140 0.355 -1.126 0.377 0.142 0.424 -1.621 0.328 0.425 0.386 -1.443 0.355 0.336 0.333 0.053 -0.800 -0.796 -1.042 0.070 -0.715 -0.780 -1.172 0.361 0.251 0.341 0.314 0.271 0.941 0.445 0.346 0.825 0.442 0.442 0.370 0.640 -1.006 -0.494 0.754 0.939 -1.009 -1.211 0.328 0.437 0.271 -0.234 0.539 0.004 0.379 0.453 0.276 0.496 -1.647 0.527 0.170 0.150 -0.221 0.286 -0.439 -0.617 -0.442 -0.751 0.063 0.395 0.383 0.383 0.389 0.263

=====

Record 6
C3H10N2O3S | ωB97M-V/def2-TZVPD

Calculated values
HOMO	-9.32	eV
LUMO level	0.0235	hartree
energy above the lowest of the compared OMol25 structures with the same formula, charge and spin	0.0	kJ/mol
spin multiplicity	1

Atoms and positions in Å:
C: 1.30 1.25 0.10
C: 1.70 -1.07 0.65
C: 0.08 -0.54 -0.95
N: -1.30 0.19 -1.29
N: 0.72 -0.08 0.23
O: -2.34 -1.41 0.35
O: -3.61 0.52 -0.47
O: -1.77 0.84 1.12
S: -2.37 -0.05 -0.08
H: 1.96 1.33 -0.77
H: 0.49 1.97 0.01
H: 1.86 1.48 1.00
H: 1.18 -1.99 0.91
H: 2.43 -1.29 -0.14
H: 2.23 -0.70 1.53
H: 0.67 -0.41 -1.87
H: -0.25 -1.57 -0.83
H: -1.18 1.18 -1.42
H: -1.82 0.35 1.94

Charge distribution, Mulliken scheme, values in e: -1.055 -0.996 -0.873 -0.414 0.234 -0.602 -0.604 -0.443 1.203 0.340 0.280 0.378 0.310 0.350 0.336 0.353 0.542 0.316 0.345

=====

Record 7
C28H25N3O4ReS2 | ωB97M-V/def2-TZVPD

Calculated values
HOMO (spin up / spin down)	-20.24 / -20.24	eV
LUMO level (spin up / spin down)	-0.5413 / -0.5306	hartree
energy above the lowest of the compared OMol25 structures with the same formula, charge and spin	139.9	kJ/mol
charge	+4
spin multiplicity	2

Atoms and positions in Å:
Re: -0.08 -0.53 -0.63
O: 5.10 -2.16 4.56
N: 3.97 -1.77 4.42
O: 3.22 -1.35 5.28
C: 3.43 -1.72 3.04
C: 4.31 -1.62 2.01
C: 3.83 -1.40 0.68
C: 4.64 -1.40 -0.48
C: 4.06 -1.19 -1.72
C: 2.71 -0.92 -1.82
N: 1.91 -0.91 -0.72
C: 2.47 -1.19 0.50
C: 1.57 -1.38 1.57
N: 0.24 -1.31 1.23
C: -0.68 -1.73 2.11
C: -0.31 -2.17 3.38
C: 1.01 -2.14 3.77
C: 2.00 -1.72 2.84
H: 5.37 -1.69 2.21
H: 5.70 -1.60 -0.40
H: 4.66 -1.21 -2.63
H: 2.25 -0.68 -2.77
H: -1.72 -1.71 1.80
H: -1.08 -2.54 4.05
H: 1.29 -2.45 4.76
O: -1.87 -0.98 -0.86
S: -3.31 -1.27 -1.57
C: -4.02 0.40 -1.63
C: -2.98 1.52 -1.70
C: -2.58 2.05 -0.32
C: -1.63 3.24 -0.42
S: 0.15 2.83 -0.35
O: 0.24 1.26 -0.80
C: 0.54 2.92 1.34
C: 1.35 4.01 1.67
C: 1.62 4.23 3.02
C: 1.14 3.36 3.98
C: 0.33 2.27 3.62
C: 0.03 2.04 2.30
C: -2.92 -1.59 -3.25
C: -3.94 -2.23 -3.96
C: -3.74 -2.48 -5.31
C: -2.53 -2.16 -5.90
C: -1.52 -1.53 -5.18
C: -1.70 -1.26 -3.84
H: -4.67 0.49 -0.76
H: -4.65 0.35 -2.52
H: -3.42 2.33 -2.28
H: -2.11 1.18 -2.28
H: -2.14 1.26 0.29
H: -3.47 2.38 0.21
H: -1.75 3.95 0.39
H: -1.75 3.78 -1.36
H: 1.75 4.67 0.92
H: 2.22 5.09 3.30
H: 1.39 3.52 5.02
H: -0.07 1.63 4.40
H: -0.61 1.21 2.02
H: -4.87 -2.52 -3.47
H: -4.53 -2.96 -5.88
H: -2.36 -2.43 -6.94
H: -0.60 -1.25 -5.67
H: -0.90 -0.79 -3.27

Charge distribution, Mulliken scheme, values in e: 1.422 -0.512 1.022 -0.556 -0.126 -0.933 0.716 -0.369 -0.963 0.003 0.104 0.459 0.138 -0.165 -0.041 -1.018 -0.472 0.587 0.614 0.558 0.460 0.514 0.526 0.497 0.672 -0.409 0.099 -0.774 -0.647 -0.349 -0.838 0.165 -0.467 0.860 -0.417 -0.751 -0.599 -0.794 0.030 1.261 -0.615 -0.653 -0.551 -0.902 -0.107 0.519 0.562 0.588 0.140 -0.171 0.643 0.541 0.552 0.487 0.460 0.487 0.509 0.192 0.484 0.450 0.447 0.439 -0.011

=====

Looking at max |F| for the records above, in order, we have 0.543 0.551 1.408 1.368 2.007 2.810 1.200 eV Å⁻¹.